Entry 1:
The following is a quantum chemistry calculation of C27H38AlN3O3SSi as an isolated structure, from OMol25.

Computed properties:
Orbital gap (eV): 7.16
Energy (Eh): -2371.5938
E_HOMO (eV): -14.50

```
! wB97M-V def2-TZVPD RIJCOSX def2/J DEFGRID3
* xyz 2 1
C -2.476 2.713 3.742
N -1.160 -1.559 -2.591
O 1.262 0.348 1.964
H 1.067 -3.499 3.361
H 1.594 3.350 -5.619
H 3.172 -0.007 3.712
Al -0.620 0.326 -2.439
C 0.586 -1.477 -4.210
H 3.490 1.698 4.063
H -1.929 3.075 -2.226
H -1.323 5.303 -3.144
C -1.195 0.738 4.592
H 2.922 1.501 0.319
O -1.285 1.328 2.231
H 2.270 1.215 -6.368
H -3.091 3.095 2.927
C 3.331 1.310 1.314
C -2.161 -3.554 -1.773
C -1.184 -3.596 1.736
H 0.802 2.814 3.136
C 0.949 0.789 -4.721
C 1.445 -1.882 -5.209
C -1.175 3.178 -2.994
H -1.595 3.347 3.847
H 4.095 2.059 1.525
C -0.822 4.416 -3.503
N -0.592 2.050 -3.419
C -0.319 -2.301 -3.358
H -3.901 0.810 2.434
C 0.543 -2.554 3.207
H -0.331 1.383 4.754
Si -0.287 0.256 1.584
H 3.803 0.327 1.319
S -0.379 0.956 -0.503
H 1.424 -3.645 0.807
H -2.675 -1.540 -1.186
C 0.179 4.485 -4.453
H 1.602 -2.928 -5.434
C -0.356 -3.673 -3.350
H -0.746 -4.587 1.861
N 0.419 -0.175 -3.969
C 2.730 0.990 3.730
H 0.442 -2.614 -0.250
O -0.813 -1.264 1.667
C -2.071 1.278 3.473
H 1.111 2.976 1.402
H 2.762 -1.179 -6.745
C -3.277 0.391 3.225
C 0.803 3.317 -4.884
H -3.053 2.772 4.666
H -0.846 -0.274 4.371
C 0.393 2.121 -4.350
H 1.266 -1.744 3.307
C 1.570 2.746 2.366
H -1.760 0.691 5.523
H 2.325 3.506 2.573
H -0.212 -2.456 3.989
H -2.970 -0.615 2.938
C 1.822 0.460 -5.739
C 2.228 1.377 2.353
C -2.048 -2.175 -1.800
H 0.324 -4.246 -3.963
C -1.302 -4.307 -2.548
H -1.357 -5.388 -2.534
C 0.925 -2.677 0.729
H 1.915 0.998 4.455
C 2.082 -0.891 -5.953
H 1.684 -1.897 0.793
C -0.110 -2.532 1.836
H 0.485 5.441 -4.858
H -2.905 -4.016 -1.141
H -1.678 -3.550 0.764
H -3.880 0.320 4.132
H -1.939 -3.453 2.509
*
```

Just the natural (NBO) charges please, in e? Sure, here they are: number 1, C, carries -0.6195; number 2, N, carries -0.6176; number 3, O, carries -0.9893; number 4, H, carries 0.2290; number 5, H, carries 0.2504; number 6, H, carries 0.2194; number 7, Al, carries 1.7554; number 8, C, carries 0.2957; number 9, H, carries 0.2294; number 10, H, carries 0.2432; number 11, H, carries 0.2648; number 12, C, carries -0.6381; number 13, H, carries 0.2050; number 14, O, carries -0.9760; number 15, H, carries 0.2571; number 16, H, carries 0.2177; number 17, C, carries -0.6227; number 18, C, carries -0.2198; number 19, C, carries -0.6085; number 20, H, carries 0.2212; number 21, C, carries 0.2280; number 22, C, carries -0.2146; number 23, C, carries 0.1291; number 24, H, carries 0.2171; number 25, H, carries 0.2261; number 26, C, carries -0.2173; number 27, N, carries -0.6073; number 28, C, carries 0.1554; number 29, H, carries 0.2149; number 30, C, carries -0.6416; number 31, H, carries 0.2147; number 32, Si, carries 2.3829; number 33, H, carries 0.2181; number 34, S, carries -0.9003; number 35, H, carries 0.2284; number 36, H, carries 0.2454; number 37, C, carries -0.0825; number 38, H, carries 0.2556; number 39, C, carries -0.1906; number 40, H, carries 0.2250; number 41, N, carries -0.6424; number 42, C, carries -0.6258; number 43, H, carries 0.1771; number 44, O, carries -0.9758; number 45, C, carries 0.2873; number 46, H, carries 0.2117; number 47, H, carries 0.2608; number 48, C, carries -0.6347; number 49, C, carries -0.1898; number 50, H, carries 0.2273; number 51, H, carries 0.2108; number 52, C, carries 0.1705; number 53, H, carries 0.2315; number 54, C, carries -0.6397; number 55, H, carries 0.2377; number 56, H, carries 0.2327; number 57, H, carries 0.2212; number 58, H, carries 0.2189; number 59, C, carries -0.1955; number 60, C, carries 0.2917; number 61, C, carries 0.1233; number 62, H, carries 0.2512; number 63, C, carries -0.0847; number 64, H, carries 0.2589; number 65, C, carries -0.6263; number 66, H, carries 0.2168; number 67, C, carries -0.0808; number 68, H, carries 0.2328; number 69, C, carries 0.2806; number 70, H, carries 0.2586; number 71, H, carries 0.2666; number 72, H, carries 0.1846; number 73, H, carries 0.2292; number 74, H, carries 0.2300

Entry 2:
The following is a quantum chemistry calculation of C35H51BrN10OPrSSi as an isolated structure in a non-equilibrium geometry, from OMol25.

Computed properties:
Energy above the lowest of the compared OMol25 structures with the same formula, charge and spin (kcal/mol): 17.4
⟨S²⟩: 2.002
Orbital gap (alpha / beta) (eV): 8.25 / 8.26
Energy (Eh): -5765.2185
E_HOMO (alpha / beta) (eV): -16.24 / -16.24

```
! wB97M-V def2-TZVPD RIJCOSX def2/J DEFGRID3
* xyz 3 3
C -1.761 4.094 -2.206
C -0.479 2.365 -1.564
H 4.454 -5.083 0.833
H -3.222 -2.243 -2.123
C -3.172 -1.298 -1.595
C -1.748 2.947 -1.430
C 3.826 2.408 -2.330
C 4.762 -0.490 0.588
H -5.259 -2.890 -0.710
H -1.048 -2.741 3.468
Pr 1.626 0.565 0.240
N 6.060 -0.591 0.605
N 4.058 0.663 0.698
C -3.741 -1.412 -0.174
H 5.063 1.826 -3.983
H -3.997 -4.897 2.633
H -4.493 -3.988 4.050
H 0.342 4.543 -0.076
H -2.545 2.545 -0.841
H -1.627 -4.406 3.359
C -4.264 -3.907 2.990
H -2.714 0.362 0.554
H -4.244 0.042 1.378
N 4.242 2.943 1.102
C -1.905 -3.391 3.611
H -1.006 5.972 1.475
C -0.098 5.315 -3.613
H -0.026 3.264 4.495
C -1.918 -4.197 -0.094
C 3.051 2.190 -4.597
C 4.073 2.112 -3.663
C 4.855 1.746 0.928
H -3.762 -0.580 -2.160
H 4.636 2.415 -1.615
Br -0.290 -1.072 1.256
H -3.683 4.852 -1.749
H -3.665 -1.670 4.479
H -1.130 5.258 3.883
C 1.774 2.562 -4.211
C -3.732 0.000 0.425
H -4.255 0.666 -0.259
H -5.168 -3.587 2.478
H -3.625 -5.520 0.279
C 2.749 -4.109 -0.039
H -2.470 6.095 -2.084
H 5.652 -2.910 1.185
C -0.538 5.067 1.818
C 4.031 -1.758 0.409
H -2.165 -3.382 4.667
C 2.192 -2.880 -0.353
C -3.116 -2.901 2.806
H -0.468 -5.755 0.224
H 0.973 2.623 -4.932
H -1.523 -5.508 1.591
C 0.676 2.751 2.636
N -0.569 4.214 -2.818
H -0.754 -2.725 -1.236
H 2.216 -5.022 -0.249
H -3.156 5.168 -3.400
H -2.575 -6.020 -1.035
C 4.664 -2.947 0.758
C -5.196 -1.899 -0.270
H -4.509 -1.236 3.009
H -3.696 -4.685 -1.270
O 0.046 1.327 -1.049
H 2.368 3.125 -0.902
H -0.295 -4.414 -1.503
H 8.510 -0.422 0.530
H 4.867 3.685 1.387
H -1.744 -3.778 -2.231
H -0.710 5.426 -4.508
N -0.006 3.553 3.519
H 3.253 1.958 -5.629
H -0.151 6.249 -3.048
C 1.529 2.857 -2.877
C 4.003 -4.146 0.550
N 0.757 3.112 1.322
N 6.166 1.735 0.919
N 8.076 0.479 0.650
N 0.230 3.177 -2.416
H -5.673 -1.928 0.705
C 0.193 4.242 0.951
Si -2.738 -2.715 0.894
H 0.934 5.137 -3.908
C -2.826 5.105 -2.365
C -0.616 4.678 3.133
C -0.969 -4.992 0.815
H 3.322 2.948 1.526
C -3.550 -1.556 3.404
C 2.547 2.767 -1.921
N 2.793 -1.707 -0.117
C -1.130 -3.739 -1.339
H -0.219 -4.355 1.274
C -3.029 -5.157 -0.553
S 1.482 1.393 3.157
H -2.143 -0.944 -1.578
H 8.650 1.300 0.750
H -5.766 -1.219 -0.899
C 6.766 0.554 0.724
H 1.217 -2.826 -0.822
H -2.801 -0.790 3.222
*
```

Mulliken atomic charge list, values in e, 99 entries: number 1, C, carries 0.3158; number 2, C, carries 0.2160; number 3, H, carries 0.4892; number 4, H, carries 0.3391; number 5, C, carries -1.8992; number 6, C, carries -0.6787; number 7, C, carries -0.6099; number 8, C, carries 0.3735; number 9, H, carries 0.3776; number 10, H, carries 0.2663; number 11, Pr, carries 0.3571; number 12, N, carries -0.5845; number 13, N, carries 0.2086; number 14, C, carries 2.6268; number 15, H, carries 0.4956; number 16, H, carries 0.3606; number 17, H, carries 0.4869; number 18, H, carries 0.5538; number 19, H, carries 0.5386; number 20, H, carries 0.3377; number 21, C, carries -1.6595; number 22, H, carries 0.0953; number 23, H, carries 0.2640; number 24, N, carries -0.0385; number 25, C, carries -1.7141; number 26, H, carries 0.5024; number 27, C, carries -1.0126; number 28, H, carries 0.2953; number 29, C, carries 2.7771; number 30, C, carries -0.7632; number 31, C, carries -0.8006; number 32, C, carries 0.1208; number 33, H, carries 0.6331; number 34, H, carries 0.5512; number 35, Br, carries 0.3743; number 36, H, carries 0.3833; number 37, H, carries 0.6445; number 38, H, carries 0.4458; number 39, C, carries -0.0106; number 40, C, carries -1.7593; number 41, H, carries 0.6373; number 42, H, carries 0.3607; number 43, H, carries 0.3511; number 44, C, carries -0.6629; number 45, H, carries 0.3924; number 46, H, carries 0.5365; number 47, C, carries -1.1312; number 48, C, carries 0.4715; number 49, H, carries 0.5844; number 50, C, carries -0.1693; number 51, C, carries 2.3492; number 52, H, carries 0.6296; number 53, H, carries 0.5981; number 54, H, carries 0.4036; number 55, C, carries -0.1183; number 56, N, carries 0.0261; number 57, H, carries -0.0830; number 58, H, carries 0.4962; number 59, H, carries 0.3784; number 60, H, carries 0.4895; number 61, C, carries -0.7641; number 62, C, carries -1.7107; number 63, H, carries 0.3781; number 64, H, carries 0.4009; number 65, O, carries -0.2636; number 66, H, carries 1.0052; number 67, H, carries 0.6198; number 68, H, carries 0.2596; number 69, H, carries 0.3023; number 70, H, carries 0.5278; number 71, H, carries 0.3644; number 72, N, carries 0.0556; number 73, H, carries 0.4587; number 74, H, carries 0.3458; number 75, C, carries -1.1256; number 76, C, carries -0.6732; number 77, N, carries 0.2984; number 78, N, carries -0.6946; number 79, N, carries -0.2924; number 80, N, carries 0.9798; number 81, H, carries 0.3846; number 82, C, carries 0.0850; number 83, Si, carries -1.5262; number 84, H, carries 0.4478; number 85, C, carries -1.6890; number 86, C, carries -0.2873; number 87, C, carries -2.1633; number 88, H, carries -0.0387; number 89, C, carries -1.8780; number 90, C, carries 0.0034; number 91, N, carries 0.1107; number 92, C, carries -1.6628; number 93, H, carries 0.3775; number 94, C, carries -1.7093; number 95, S, carries -0.3085; number 96, H, carries 0.1611; number 97, H, carries 0.2699; number 98, H, carries 0.4786; number 99, C, carries 0.3584

> Among the records above, which one has the highest energy?

C27H38AlN3O3SSi

> Which of these has the highest energy?

C27H38AlN3O3SSi